Formula: C14H13IrN3O3
Source: the Open Molecules 2025 dataset
Level of theory: the ωB97M-V functional and the def2-TZVPD basis

Computed properties:
**Energy above the lowest of the compared OMol25 structures with the same formula, charge and spin**: 0.000 eV
**Gap between HOMO and LUMO (spin up / spin down)**: 8.6 / 6.3 eV

Geometry as ORCA input:
```
! wB97M-V def2-TZVPD RIJCOSX def2/J DEFGRID3
* xyz 2 6
Ir -0.1915 -0.5277 -0.0307
O -1.4488 3.5440 -0.3116
C -1.3920 2.3524 -0.2059
N -0.1539 1.6585 -0.2080
C 1.0569 2.3895 -0.1450
C 2.2090 1.4528 0.1148
C 3.5128 1.8924 0.0998
C 4.5278 0.9987 0.4160
C 4.2023 -0.3071 0.7490
C 2.8794 -0.6915 0.7332
N 1.8977 0.1749 0.4103
C -2.5475 1.4446 0.0227
C -3.8348 1.9227 0.0320
C -4.8729 1.0241 0.2653
C -4.5757 -0.3104 0.4869
C -3.2551 -0.7233 0.4659
N -2.2544 0.1398 0.2378
H 0.9750 3.1559 0.6411
H 1.1819 2.9768 -1.0685
H 3.7339 2.9225 -0.1470
H 5.5596 1.3241 0.4109
H 4.9620 -1.0255 1.0214
H 2.5747 -1.6928 0.9951
H -4.0113 2.9756 -0.1421
H -5.8991 1.3664 0.2741
H -5.3544 -1.0352 0.6787
H -2.9838 -1.7561 0.6436
C 0.6141 -4.3069 -1.0903
C 0.3686 -2.9109 -0.6881
O -0.0132 -2.0141 -1.5297
O 0.5107 -2.4819 0.5106
H 1.4274 -4.3215 -1.8193
H -0.2719 -4.6944 -1.5947
H 0.8666 -4.9166 -0.2283
*
```

Formula: C14H13N12O4W
Source: the Open Molecules 2025 dataset
Level of theory: the ωB97M-V functional and the def2-TZVPD basis

Computed properties:
**Energy above the lowest of the compared OMol25 structures with the same formula, charge and spin**: 1.094 eV
**Gap between HOMO and LUMO (spin up / spin down)**: 6.9 / 8.4 eV

Geometry as ORCA input:
```
! wB97M-V def2-TZVPD RIJCOSX def2/J DEFGRID3
* xyz 1 3
W 0.2215 -0.2842 -1.3016
N -0.4008 -3.4248 -2.6854
C 0.8564 -2.9651 -2.3076
N 1.7557 -3.5898 -1.5716
N 2.5935 -2.6439 -1.1374
N 2.2697 -1.4908 -1.6355
N 1.1929 -1.6673 -2.4512
C -1.3818 -2.5185 -2.3000
N -2.4325 -2.7525 -1.5320
N -2.8516 -1.5628 -1.1081
N -2.1296 -0.6166 -1.6355
N -1.2117 -1.1915 -2.4650
H -0.5917 -4.3884 -2.4399
O 0.3585 0.4110 0.5925
C 0.1814 -0.7667 1.1433
O 0.0472 -1.6924 0.2890
C 0.1456 -0.9554 2.5762
C 0.3083 0.1478 3.4177
C 0.2731 -0.0316 4.7851
C 0.0754 -1.3099 5.2799
C -0.0864 -2.4152 4.4630
C -0.0503 -2.2356 3.0952
N 0.0358 -1.5006 6.7477
O 0.1769 -0.5140 7.4332
O -0.1452 -2.6265 7.1497
H 0.4604 1.1315 2.9965
H 0.3943 0.7902 5.4752
H -0.2361 -3.3879 4.9076
H -0.1713 -3.0736 2.4223
C -2.0969 4.4609 -2.7323
C -0.9380 3.5412 -2.5841
C 0.4255 3.7747 -2.6763
C 1.0527 2.5535 -2.4711
N 0.1200 1.6061 -2.2501
N -1.0866 2.2417 -2.3093
C 2.4952 2.1772 -2.4464
H -1.7534 5.4493 -3.0237
H -2.6402 4.5507 -1.7910
H -2.7897 4.0959 -3.4908
H 0.9020 4.7159 -2.8890
H -1.9450 1.7106 -2.2288
H 3.0935 2.9134 -2.9773
H 2.6433 1.2041 -2.9147
H 2.8598 2.1300 -1.4184
*
```

Formula: C14H13NS
Source: the Open Molecules 2025 dataset
Level of theory: the ωB97M-V functional and the def2-TZVPD basis

Computed properties:
**SMILES**: CCc1ccc2c(c1)Sc1ccccc1N2
**Gap between HOMO and LUMO**: 8.3 eV

Geometry as ORCA input:
```
! wB97M-V def2-TZVPD RIJCOSX def2/J DEFGRID3
* xyz 0 1
C -3.3892 -2.6161 -2.1617
C -1.9083 -2.4698 -2.5377
C -1.0621 -1.8220 -1.4713
C -0.9584 -2.3774 -0.1940
C -0.1733 -1.7844 0.7811
C 0.5396 -0.6193 0.5166
C 0.4559 -0.0645 -0.7575
C -0.3480 -0.6604 -1.7271
S 1.4167 1.3386 -1.2164
C 1.6292 2.0820 0.3680
C 1.8952 3.4445 0.4268
C 2.1578 4.0614 1.6368
C 2.1355 3.3117 2.8074
C 1.8548 1.9580 2.7534
C 1.5991 1.3275 1.5412
N 1.3565 -0.0665 1.5347
H -3.8511 -3.4544 -2.6846
H -3.5170 -2.7752 -1.0905
H -3.9380 -1.7091 -2.4211
H -1.4854 -3.4485 -2.7845
H -1.8368 -1.8724 -3.4498
H -1.4922 -3.2928 0.0440
H -0.0970 -2.2397 1.7637
H -0.4136 -0.2076 -2.7108
H 1.9063 4.0166 -0.4944
H 2.3754 5.1218 1.6702
H 2.3351 3.7801 3.7618
H 1.8413 1.3676 3.6634
H 0.9721 -0.3296 2.4324
*
```

Formula: C14H13O4S
Source: the Open Molecules 2025 dataset
Level of theory: the ωB97M-V functional and the def2-TZVPD basis

Computed properties:
**Gap between HOMO and LUMO**: 3.5 eV

Geometry as ORCA input:
```
! wB97M-V def2-TZVPD RIJCOSX def2/J DEFGRID3
* xyz -1 1
C 1.6612 -1.7451 -1.3559
C 1.1303 -0.3044 -1.5857
C 1.7960 0.8705 -0.9681
C 1.2949 2.2328 -1.1336
C 0.1112 2.5182 -1.9392
C -0.5660 1.3773 -2.5651
C -0.0798 0.0017 -2.3985
C -0.9550 -1.1175 -3.1181
S -2.6215 -1.1721 -2.2451
H 2.7728 -1.7279 -1.5067
H 1.2198 -2.5008 -2.0601
H 1.3862 -2.0929 -0.3176
H 2.7133 0.7476 -0.3536
H 1.8153 3.0774 -0.6249
H -0.3299 3.5283 -2.0869
H -1.4932 1.5716 -3.1654
H -0.5354 -2.1470 -2.9524
H -1.0908 -0.9189 -4.2101
H -2.2814 -1.7541 -1.0085
H -2.9363 0.1299 -1.8929
C 0.2670 0.2926 1.8926
C 0.8985 0.9274 2.9432
C 0.3479 0.5231 4.3258
O 0.8246 0.9223 5.3895
C -0.8033 -0.3757 4.3678
C -1.4290 -0.9898 3.3054
C -0.7966 -0.6558 1.9501
O -1.1405 -1.1494 0.8646
O -2.4195 -1.7671 3.3270
O 1.8326 1.7574 2.8830
H 0.5794 0.4970 0.8677
H -1.1729 -0.5569 5.3717
*
```

Formula: C14H14AlI2O4SSeTl
Source: the Open Molecules 2025 dataset
Level of theory: the ωB97M-V functional and the def2-TZVPD basis

Computed properties:
**Energy above the lowest of the compared OMol25 structures with the same formula, charge and spin**: 0.000 eV
**Gap between HOMO and LUMO (spin up / spin down)**: 5.2 / 5.2 eV

Geometry as ORCA input:
```
! wB97M-V def2-TZVPD RIJCOSX def2/J DEFGRID3
* xyz 4 1
I -1.8821 0.7649 4.2385
I -3.5533 0.7341 2.1308
Tl 0.6365 -0.7658 -1.9357
Al -1.3855 0.1138 0.4894
S -1.5583 1.3073 -1.3077
C 0.3965 0.5978 1.3121
C 0.6876 -0.4123 2.1884
C -1.3290 3.1451 -1.0748
C -2.3215 3.7515 -2.0794
C 0.0995 3.5053 -1.5111
C -1.5899 3.5621 0.3558
C 2.5196 -3.1882 -1.7239
C 2.8912 0.4511 -3.2231
O 1.2477 -0.9207 3.0962
O 1.0237 1.6889 1.1836
O 3.0414 -4.1728 -1.4883
O 3.7084 1.0211 -3.7873
H -2.2837 4.8487 -2.0247
H -3.3446 3.4251 -1.8619
H -2.1245 3.4592 -3.1279
H 0.1699 4.6107 -1.5046
H 0.3706 3.1363 -2.5220
H 0.8321 3.0964 -0.8018
H -1.5773 4.6566 0.3646
H -0.7989 3.1880 1.0113
H -2.5439 3.1762 0.7254
Se -1.5612 -2.1167 -0.1674
C -0.5163 -3.2814 1.0126
C 0.8862 -3.3011 1.0038
C 1.5950 -4.3450 1.6076
C 0.9417 -5.3484 2.3261
C -0.4463 -5.2604 2.4803
C -1.1587 -4.2354 1.8374
H 1.4150 -2.5258 0.4515
H 2.6895 -4.3801 1.5216
H 1.4845 -6.1671 2.8115
H -0.9983 -5.9926 3.0883
H -2.2472 -4.1720 1.9034
*
```

Formula: C14H14BF4N7O4S5Y
Source: the Open Molecules 2025 dataset
Level of theory: the ωB97M-V functional and the def2-TZVPD basis

Computed properties:
**Energy above the lowest of the compared OMol25 structures with the same formula, charge and spin**: 0.000 eV
**Gap between HOMO and LUMO**: 6.2 eV

Geometry as ORCA input:
```
! wB97M-V def2-TZVPD RIJCOSX def2/J DEFGRID3
* xyz -1 1
Y -0.0117 0.2646 -0.2251
O -3.2507 1.2522 -2.8286
C -2.2167 1.2231 -2.1896
O -1.7829 0.2420 -1.4678
C -1.2966 2.4389 -2.2143
C -1.5905 3.5222 -3.0250
C -0.7288 4.6052 -3.0183
C 0.3923 4.5682 -2.2051
C 0.6100 3.4484 -1.4204
N -0.2223 2.4088 -1.4243
H -2.4851 3.4829 -3.6291
H -0.9297 5.4703 -3.6383
H 1.0901 5.3933 -2.1648
H 1.4582 3.3660 -0.7528
S -1.8373 1.8777 1.3311
S -0.7430 2.6914 2.8955
S 0.9775 3.3559 2.0447
S 1.9008 1.6174 1.3407
N 1.7352 -1.5439 1.1542
N 2.9872 -1.7121 0.5489
C 3.1458 -1.2841 -0.7195
N 4.2181 -1.7115 -1.3944
N 2.2131 -0.4452 -1.1400
N 2.1712 -0.0862 -2.4491
O 1.0872 0.3940 -2.7518
O 3.1108 -0.2040 -3.2182
H 1.8682 -1.2053 2.0984
H 1.2277 -2.4246 1.1091
H 3.5484 -2.4970 0.8415
H 4.6076 -2.5979 -1.1237
H 4.2501 -1.4499 -2.3692
S -3.3386 -2.6291 1.9121
C -2.2201 -1.9243 0.8128
N -1.2388 -1.2674 1.3360
C -1.3280 -1.2666 2.7260
C -0.4643 -0.5935 3.5895
C -0.6915 -0.6917 4.9456
C -1.7639 -1.4393 5.4485
C -2.6382 -2.0884 4.6007
C -2.4107 -1.9893 3.2298
H -2.3522 -2.0160 -0.2568
H 0.3171 0.0469 3.1951
H -0.0485 -0.1520 5.6286
H -1.9237 -1.4917 6.5180
H -3.4802 -2.6459 4.9892
F -0.0152 -2.1618 -0.9852
B 0.6654 -3.3391 -1.4784
F 1.3638 -3.8806 -0.3631
F -0.2582 -4.2313 -1.9676
F 1.5941 -2.9456 -2.4466
*
```

Formula: C14H14BF9N6NiO
Source: the Open Molecules 2025 dataset
Level of theory: the ωB97M-V functional and the def2-TZVPD basis

Computed properties:
**Energy above the lowest of the compared OMol25 structures with the same formula, charge and spin**: 0.000 eV
**Gap between HOMO and LUMO (spin up / spin down)**: 8.0 / 7.9 eV

Geometry as ORCA input:
```
! wB97M-V def2-TZVPD RIJCOSX def2/J DEFGRID3
* xyz 0 3
H 1.5551 1.7769 0.5708
N 1.1968 0.6448 -1.2068
B 0.1944 -0.1030 -3.5270
N 0.5420 0.9369 -2.4063
C 0.2933 2.2694 -2.4304
Ni 1.7624 -0.9679 -0.6188
H -0.1578 2.7367 -3.2937
C 0.6966 2.8294 -1.2212
H 0.5627 3.8407 -0.8944
C 1.2319 1.7911 -0.4600
H 0.5066 0.4702 -4.5516
C 0.2722 -0.7808 1.0650
H 0.7951 -0.1240 1.7653
H 0.2172 -1.8271 1.3931
H -0.6964 -0.3690 0.7587
N -1.3574 -0.4126 -3.6952
N 1.1518 -1.3196 -3.4000
N -2.1176 -1.3883 -3.0479
N 1.8083 -1.7307 -2.2384
C -2.1639 0.2741 -4.5553
C 1.6184 -2.0629 -4.4369
H -1.7457 1.0149 -5.2212
H 1.3034 -1.8603 -5.4586
C -3.4650 -0.2102 -4.4384
C 2.4906 -3.0330 -3.9437
C -3.3937 -1.2290 -3.4488
C 2.5739 -2.8247 -2.5614
H -4.3457 0.1397 -4.9412
H 3.0032 -3.7795 -4.5282
H -4.2285 -1.8176 -3.0647
H 3.1026 -3.3704 -1.7949
H -1.2899 -0.0403 3.2522
F 0.4997 -1.3938 4.4190
C 0.9019 -0.1105 4.6725
F 1.7059 -0.1139 5.7626
F 1.6680 0.2815 3.6180
C -0.3714 0.7702 4.8261
O -1.0930 0.8526 3.6085
C -1.2194 0.1441 5.9996
F -0.4507 -0.4298 6.9675
F -2.0171 1.0541 6.6120
F -2.0219 -0.8266 5.4817
C 0.0314 2.2300 5.0993
F 0.5894 2.3692 6.3327
F 0.9198 2.6778 4.1671
F -1.0595 3.0208 5.0131
*
```

Formula: C14H14BF9N6OPb
Source: the Open Molecules 2025 dataset
Level of theory: the ωB97M-V functional and the def2-TZVPD basis

Computed properties:
**Energy above the lowest of the compared OMol25 structures with the same formula, charge and spin**: 1.528 eV
**Gap between HOMO and LUMO**: 4.6 eV

Geometry as ORCA input:
```
! wB97M-V def2-TZVPD RIJCOSX def2/J DEFGRID3
* xyz 0 1
H -0.4622 2.9249 0.0648
N -0.3388 1.4475 -1.4502
B -0.0105 0.1586 -3.6153
N 0.1873 1.4498 -2.7218
C 0.8004 2.6288 -2.9639
Pb 1.8069 0.9110 2.0956
H 1.2697 2.8015 -3.8960
C 0.6466 3.4196 -1.8180
H 1.0131 4.3788 -1.6414
C -0.1000 2.6313 -0.9072
H 0.0946 0.4368 -4.7863
C -1.0475 -0.7073 0.1100
H -1.0773 -1.4356 0.9681
H -0.0321 -0.5343 -0.2773
H -1.8492 0.2093 0.1772
N -1.4914 -0.3096 -3.3599
N 0.9753 -0.9641 -3.1453
N -1.9929 -0.9092 -2.2093
N 0.8378 -1.3919 -1.8421
C -2.5064 -0.1033 -4.2086
C 2.0835 -1.5145 -3.6886
H -2.3499 0.4798 -5.1362
H 2.3890 -1.2387 -4.6466
C -3.6651 -0.6260 -3.6663
C 2.6478 -2.3595 -2.6869
C -3.2553 -1.2100 -2.4103
C 1.8167 -2.2622 -1.5716
H -4.6696 -0.5788 -4.0244
H 3.5508 -2.8800 -2.7421
H -3.7887 -1.7561 -1.6761
H 1.8448 -2.7801 -0.6490
H -1.6071 -0.9491 -1.1041
F -1.2805 0.6527 3.5138
C -0.8307 -0.0705 4.5741
F -1.4391 0.4619 5.6727
F -1.3025 -1.2948 4.3564
C 0.7329 -0.0560 4.6328
O 1.1026 -0.5437 3.3712
C 1.2721 1.3586 4.9235
F 1.0087 1.8378 6.1423
F 2.6062 1.4043 4.7000
F 0.6881 2.2499 3.9970
C 1.2738 -1.0743 5.6546
F 0.9119 -0.8657 6.9438
F 0.9098 -2.3492 5.3104
F 2.6265 -1.0784 5.6366
*
```

Computed largest force on an atom, in the same sequence as the records: 0.47; 0.70; 0.64; 2.92; 12.01; 0.83; 4.37; 3.70 eV Å⁻¹.